9
Properties=species:S:1:pos:R:3:forces:R:3:lowdin_charge:R:1 method="wB97M-V/def2-TZVPD" lumo_ev=1.2 de_lowest_ev=2.274 homo_lumo_gap_ev=10.9 e_tot_ev=-4679.5834 fmax_ha_per_bohr=0.0978
C -0.880789 -0.835197 -0.068321 4.836 1.374 0.053 -0.1508
C 0.671638 -0.438706 -0.058544 0.445 -1.137 1.901 -0.1227
C -0.014847 0.971880 -0.037747 0.726 -1.002 2.686 -0.2247
N -1.338717 0.324138 -0.029789 -1.357 1.567 1.050 0.0324
H -1.340937 -1.735417 -0.021344 -1.714 -2.664 -0.120 0.0592
H 1.180873 -0.569296 1.015689 -1.198 -0.121 -2.236 0.1193
H 1.444526 -0.864902 -0.798357 -1.476 1.041 0.755 0.1010
H 0.315853 1.607845 0.872953 -1.044 -0.991 -1.385 0.1331
H -0.037599 1.539654 -0.874537 0.782 1.932 -2.703 0.0530